(1)
DFT (ωB97M-V/def2-TZVPD) results for 13 unconnected molecules or ions with the total composition C33H98N6O14 at a distorted geometry.

Calculated values
max |F| = 2.528 eV Å⁻¹
lowest unoccupied orbital energy = 0.261 eV
relative energy (zero: lowest compared OMol25 entry of this formula, charge and spin) = 0.0 kcal/mol
Kohn-Sham gap = 9.3 eV
total charge = 0

```
151
C33H98N6O14, DFT ωB97M-V/def2-TZVPD
O 5.474 2.452 1.012
O 1.006 -1.554 -3.510
O -5.005 -0.367 -2.782
O -3.370 3.518 -1.988
O -5.627 0.281 3.133
O 3.695 -1.148 2.899
O 0.242 5.052 3.002
O -0.627 3.356 -4.215
O 3.514 4.301 5.521
O 0.567 -3.941 0.940
O -0.488 -1.453 0.275
O -2.257 1.912 4.302
O -0.908 -5.928 -3.833
O 0.537 -1.783 6.215
N -6.168 2.271 -1.833
N 4.709 2.697 -2.543
N -1.081 -3.518 -5.804
N -0.356 -0.003 2.723
N 2.470 1.357 5.671
N -0.506 -6.485 -6.787
C -0.216 -7.030 -4.409
C 5.634 2.337 -0.388
C 1.595 -0.884 6.263
C -3.206 4.253 -0.748
C 4.416 2.836 -1.111
C -0.696 -2.404 -4.906
C -0.328 2.092 -3.626
C 3.426 3.312 4.494
C 0.518 5.845 4.158
C 1.228 0.548 5.866
C -6.321 2.798 -4.298
C -0.725 -8.832 -6.153
C -2.045 2.744 5.404
C -0.581 0.698 1.407
C -5.483 0.927 1.858
C 2.254 2.400 4.589
C 4.596 -0.949 1.831
C 2.341 -1.699 -2.972
C -6.199 1.711 -3.202
C 0.092 2.039 1.484
C -1.222 -1.741 -0.920
C -0.482 -1.546 7.168
C -4.532 -0.299 -1.445
C 3.204 1.976 -0.840
C 6.641 1.983 1.672
C -0.712 -5.827 -2.451
C -0.925 -7.410 -5.680
C 1.917 -4.299 1.027
C -5.011 0.844 -3.494
C 4.796 4.256 6.210
C -1.883 -1.795 -4.160
C 0.060 -0.155 0.319
C 0.482 -2.763 -4.047
H -0.539 2.760 1.996
H -5.267 2.772 -1.774
H -7.088 1.076 -3.309
H 0.061 0.313 -0.677
H 1.245 -3.136 -4.742
H 0.563 1.635 -4.075
H -1.190 -6.662 -1.915
H -5.672 2.001 1.910
H 4.099 -1.297 0.927
H -0.716 -0.947 2.520
H 2.140 -0.925 7.218
H 6.902 0.979 1.345
H 0.754 5.304 2.234
H -4.869 0.575 3.667
H 7.453 2.719 1.548
H -1.443 -4.284 -5.228
H -0.664 3.216 -5.168
H -2.846 3.468 5.475
H 0.245 -3.455 -3.231
H -1.112 -6.651 -7.589
H -1.409 -9.001 -6.991
H 2.322 -1.238 5.522
H -0.253 -1.957 8.149
H -5.337 0.054 -0.807
H 0.606 0.492 4.969
H 2.484 -0.802 -2.365
H 0.659 0.977 6.701
H -1.073 3.250 5.278
H 2.151 1.875 3.633
H -0.992 -9.594 -5.412
H -1.169 -4.899 -2.118
H 4.791 5.065 6.940
H 0.824 -6.762 -4.618
H 4.212 3.875 -0.825
H -5.091 0.478 -4.523
H -0.743 -0.480 7.160
H 3.187 3.935 3.612
H -3.668 0.374 -1.413
H 2.462 -3.974 0.127
H 6.502 2.033 2.757
H 4.901 3.304 6.745
H -1.511 -0.983 -3.524
H 1.514 6.282 4.089
H -1.106 1.321 -3.707
H -1.845 -3.216 -6.398
H 2.290 2.265 -1.368
H 3.442 0.977 -1.217
H 1.974 -5.382 1.106
H -0.357 -1.637 -5.619
H -6.991 3.612 -4.040
H -1.590 -2.757 -0.835
H 3.084 -1.756 -3.767
H 0.285 -9.048 -6.500
H 2.508 1.966 6.492
H -2.190 -2.536 -3.397
H -0.565 -1.612 -1.782
H -4.477 0.761 1.436
H 0.650 -0.209 2.728
H 1.118 -0.276 0.579
H 5.453 3.363 -2.786
H -2.783 3.620 0.032
H -0.283 -7.888 -3.727
H -0.261 6.567 4.409
H -4.061 1.386 -3.376
H 1.302 2.921 4.769
H 4.324 2.747 4.261
H 0.350 -5.859 -2.173
H -5.329 3.210 -4.526
H -1.401 -2.002 6.788
H -6.144 0.414 1.160
H -6.679 2.336 -5.227
H 4.861 0.101 1.739
H -2.594 3.658 -2.540
H 6.565 2.846 -0.689
H 2.958 1.981 0.220
H -1.953 2.218 6.367
H 4.109 -0.842 3.716
H -4.185 4.602 -0.424
H 2.359 -2.539 -2.266
H -1.560 1.257 4.135
H -2.790 -1.510 -4.680
H -0.153 2.271 -2.565
H 1.119 2.046 1.857
H 5.493 -1.570 1.940
H -0.724 -5.524 -6.496
H 3.935 3.094 -3.085
H -4.237 -1.307 -1.164
H 5.810 1.291 -0.706
H -1.660 0.787 1.277
H 0.548 5.124 4.982
H -2.547 5.116 -0.879
H -2.009 -1.002 -1.060
H 0.487 -2.972 1.020
H 0.276 2.466 0.479
H 2.437 -3.881 1.898
H -2.004 -7.245 -5.540
H 5.638 4.402 5.525
H -6.777 3.095 -1.895
```

Atomic partial charges in e from the Löwdin method, atoms 1 to 4: O -0.198; O -0.233; O -0.184; O -0.157

=====

(2)
DFT (ωB97M-V/def2-TZVPD) results for a molecular structure, C33H34CoN9O2.

Calculated values
max |F| = 0.205 eV Å⁻¹
⟨S²⟩ = 0.8530
lowest unoccupied orbital energy (alpha / beta) = -3.374 / -3.381 eV
multiplicity = 2
relative energy (zero: lowest compared OMol25 entry of this formula, charge and spin) = 183.8 kcal/mol
Kohn-Sham gap (alpha / beta) = 5.5 / 5.4 eV
total charge = +1

```
79
C33H34CoN9O2, DFT ωB97M-V/def2-TZVPD
Co 0.428 0.398 0.319
O -0.103 1.108 -1.425
O -0.788 1.755 0.945
N -2.355 -3.569 1.074
N -1.917 -5.462 -3.070
N -2.639 1.352 -2.842
N -3.568 2.908 0.449
N 0.490 0.645 -2.739
N -1.240 -3.153 -4.921
N 0.906 -1.329 -0.177
N 0.332 -1.804 -1.336
N 1.293 0.259 2.038
C 1.833 -2.305 0.375
C -1.193 -0.782 -5.554
C -3.901 1.944 -2.441
C 0.945 0.889 3.091
C -1.211 0.359 -4.501
C -1.456 3.994 6.091
C -2.504 0.951 -4.034
C 2.493 -0.233 -6.803
C -1.330 3.369 4.729
C 2.063 -2.062 1.853
C -4.405 1.274 -1.162
C 2.458 -0.625 2.148
C 1.368 -0.605 -5.889
C 0.623 2.080 -4.674
C -0.367 1.264 -5.436
C 0.017 -0.037 -6.232
C -3.038 3.511 1.476
C -1.876 -3.650 0.031
C 1.519 -1.318 -4.777
C 0.651 -2.395 -2.658
C -1.005 2.162 2.133
C -1.289 -3.746 -1.264
C 0.310 -1.508 -3.851
C -0.365 -2.834 -1.672
C -0.352 2.399 4.470
C -0.167 1.809 3.235
C -2.060 3.090 2.410
C -1.676 -4.737 -2.206
C -0.362 -0.225 -3.408
C -2.143 3.711 3.681
C -0.765 -1.962 -4.780
C -3.503 1.497 0.042
C 0.891 1.826 -3.391
H 1.428 -3.316 0.248
H -3.471 4.490 1.664
H -2.472 1.237 -0.166
H -1.730 3.250 6.840
H 0.318 2.114 5.276
H -3.316 1.077 -4.764
H -0.514 4.446 6.404
H 2.885 -0.539 3.149
H -1.987 -3.335 -5.578
H -3.733 3.013 -2.272
H 1.491 2.493 -2.786
H -4.471 0.198 -1.329
H 2.485 -1.722 -4.489
H -0.096 0.054 -7.312
H -2.219 4.771 6.098
H -2.060 -0.930 -6.198
H -4.260 3.452 -0.050
H -2.911 4.463 3.831
H -5.420 1.618 -0.940
H -0.975 1.907 -6.078
H 2.572 0.856 -6.871
H -4.663 1.859 -3.224
H 3.208 -0.286 1.429
H 2.799 -2.275 -0.151
H -1.055 1.176 -1.675
H 1.528 -3.037 -2.742
H 2.858 -2.723 2.201
H 1.068 2.952 -5.135
H 1.538 0.743 3.996
H 1.159 -2.308 2.417
H -3.825 0.894 0.894
H -0.977 -3.935 -4.327
H 2.318 -0.605 -7.815
H 3.444 -0.623 -6.447
```

Atomic partial charges in e from the Löwdin method, atoms 1 to 4: Co 0.670; O -0.144; O -0.095; N 0.152